1.
Formula: C17H15N9
Source: the OMol25 dataset
Level of theory: ωB97M-V/def2-TZVPD

Properties
ΔE to the lowest compared entry with this formula, charge and spin	92.3	kcal per mole
frontier orbital gap	7.859	eV
calculated total energy	-31278.7777	eV
HOMO energy	-7.8	eV
F_max	0.1490	Eh/bohr
SMILES	C#CCNc1nc(C)nc(-n2c(Nc3ccn[nH]3)nc3ccccc32)n1

Geometry as ORCA input:
```
! wB97M-V def2-TZVPD RIJCOSX def2/J DEFGRID3
* xyz 0 1
C -4.59241 -0.81023 -3.84704
C -4.23632 -0.19206 -2.89843
N 2.71235 0.78898 -4.38386
N 2.70204 0.14067 -0.36709
N -1.33593 -0.36740 0.17475
N -0.95099 -0.17678 2.42467
N -3.08285 -0.28800 1.48459
C 1.91296 0.02179 -5.12883
C 1.40927 -0.26900 -0.33245
C 1.30677 -0.79145 -4.12592
C 1.50201 -0.39035 -2.80469
C -0.51596 -0.06666 1.14801
C -2.58676 -0.26976 0.32756
C -2.30803 -0.25785 2.58592
C 4.46761 0.73871 2.98003
C 3.25429 0.63746 3.75084
C 4.28955 0.72997 1.55172
C 1.99455 0.33522 3.19308
C 2.98071 0.50748 0.94752
C 1.93167 0.28075 1.81577
N 2.52880 0.50464 -3.03821
N 0.92010 -0.77518 -1.56011
N 0.83570 -0.00631 0.96189
N -3.48157 -0.45349 -0.63378
C -2.83660 -0.33091 3.99848
C -3.75656 0.52265 -1.70583
H -4.83068 -1.25892 -4.83620
H 1.84354 -0.07949 -6.22908
H 0.59279 -1.59204 -4.47209
H 5.33483 0.99174 3.48137
H 3.44559 0.78769 4.79599
H 5.23979 0.67693 0.98027
H 1.16047 0.08840 3.85386
H 3.12070 0.90727 -2.27370
H -0.09970 -0.96249 -1.58191
H -4.33150 -0.75876 -0.27572
H -2.54025 -1.28791 4.44479
H -3.92405 -0.14468 4.11560
H -2.47471 0.50436 4.64328
H -2.92451 1.28712 -1.82742
H -4.67671 1.07789 -1.33764
*
```



2.
Formula: C3H10F3IN6O4PS
Source: the OMol25 dataset
Level of theory: ωB97M-V/def2-TZVPD

Properties
ΔE to the lowest compared entry with this formula, charge and spin	27.7	kcal per mole
frontier orbital gap	7.928	eV
calculated total energy	-56774.2195	eV
HOMO energy	-12.7	eV
F_max	0.0728	Eh/bohr

Geometry as ORCA input:
```
! wB97M-V def2-TZVPD RIJCOSX def2/J DEFGRID3
* xyz 1 1
N 3.17974 -3.60643 -0.95769
P 3.03673 -1.98334 -0.41167
O 3.28913 -0.98274 -1.69234
N 1.28854 -1.81978 0.10465
C 0.67393 -0.73392 -0.50052
N -0.05598 -0.89766 -1.65417
S -0.60394 -2.52255 -1.86726
O 0.40808 -3.38353 -2.36922
O -1.65244 -2.41475 -2.81253
C -1.41615 -3.17909 -0.31750
F -1.76886 -2.20586 0.51063
F -2.46574 -3.86106 -0.64469
F -0.59387 -4.00150 0.29945
N 0.81972 0.42860 0.05102
I 0.04363 2.17176 -0.70754
H 2.59404 -3.70266 -1.79500
H 2.72250 -4.17413 -0.23944
H 2.73705 -1.21701 -2.46385
H 1.21594 -1.65353 1.10596
H -0.91917 -0.34227 -1.66046
H 1.34855 0.51720 0.91311
C -1.25295 4.83306 1.98084
O -0.11556 4.57336 1.60904
N -1.64522 4.69765 3.27619
N -2.21947 5.28117 1.12841
H -2.56988 4.90620 3.60346
H -0.95808 4.37281 3.93213
H -1.96477 5.39892 0.16535
H -3.15551 5.50109 1.41363
*
```



3.
Formula: C25H58BBr2F3N3O19S6
Source: the OMol25 dataset
Level of theory: ωB97M-V/def2-TZVPD

Properties
frontier orbital gap	8.932	eV
calculated total energy	-284158.2540	eV
HOMO energy	-12.2	eV
F_max	0.0633	Eh/bohr

Geometry as ORCA input:
```
! wB97M-V def2-TZVPD RIJCOSX def2/J DEFGRID3
* xyz 1 1
N 1.67534 0.04068 1.78052
B 0.52561 -0.85475 1.97690
O -0.55266 -0.38300 2.66343
N 0.56321 -2.22492 1.37548
C 1.54160 -2.69973 0.45095
C 1.23987 -3.97839 0.09075
N 0.06510 -4.32190 0.78905
C -0.27726 -3.26774 1.51369
C -1.54393 -3.24031 2.38648
C -2.70151 -2.74412 1.42821
C -3.88560 -2.12175 2.20656
F -3.49529 -1.31258 3.22781
Br -5.06266 -3.56549 2.85852
C -4.71567 -1.23122 1.15175
F -4.48445 -1.77144 -0.09532
F -4.20276 0.01657 1.12209
Br -6.63379 -1.25815 1.42549
H 1.63568 0.30166 0.78355
H 2.56898 -0.44741 1.87014
H -0.24190 0.18680 3.38535
H 2.38632 -2.08784 0.12285
H 1.83323 -4.57231 -0.61155
H -0.43267 -5.20279 0.74187
H -1.39520 -2.54815 3.23006
H -1.74711 -4.25424 2.78529
H -2.99332 -3.59119 0.78699
H -2.24281 -1.92536 0.83080
O 2.62767 2.06906 -0.96374
S 2.63170 1.58979 -2.32129
O 2.89954 0.21478 -2.63161
O 3.58237 2.51274 -3.19342
C 4.93915 2.72282 -2.75224
C 5.82535 1.53524 -3.07140
C 1.11492 2.05176 -3.09022
H 4.96286 2.96156 -1.68706
H 5.30289 3.59916 -3.28627
H 5.54429 0.66371 -2.47809
H 6.86817 1.76961 -2.85611
H 5.73171 1.25617 -4.12199
H 0.93404 3.10760 -2.90359
H 0.32175 1.44984 -2.64973
H 1.18884 1.85047 -4.15765
O 1.96206 5.77481 2.14210
S 1.51045 4.47017 2.52385
O 0.14356 4.07356 2.36082
O 1.95195 4.18926 4.03778
C 1.58683 5.15215 5.04109
C 0.13265 5.01930 5.45008
C 2.54320 3.26406 1.76474
H 1.81051 6.16461 4.69873
H 2.22448 4.95496 5.90271
H -0.53232 5.30370 4.63411
H -0.08419 5.66262 6.30359
H -0.10120 3.98668 5.71363
H 3.58303 3.53421 1.93817
H 2.32943 3.25981 0.69906
H 2.31960 2.28929 2.19019
O -2.79587 -5.88668 -5.03396
S -4.16118 -5.45728 -4.97449
O -4.60924 -4.30250 -5.68591
O -4.58674 -5.31235 -3.43503
C -3.76557 -4.50271 -2.58816
C -4.02568 -3.02234 -2.79003
C -5.21464 -6.81439 -5.36911
H -2.70926 -4.74335 -2.73766
H -4.01739 -4.77634 -1.56156
H -3.69513 -2.69623 -3.77666
H -3.49182 -2.43534 -2.04370
H -5.09152 -2.80478 -2.71807
H -4.90942 -7.67850 -4.78420
H -5.10349 -7.01993 -6.43202
H -6.24258 -6.53675 -5.14750
O 7.34225 5.07172 0.99705
S 7.34100 5.67047 2.29940
O 8.34948 6.60363 2.69081
O 7.25570 4.51065 3.40031
C 8.22019 3.44828 3.34111
C 9.56302 3.87199 3.90393
C 5.75738 6.38059 2.60672
H 8.31879 3.07756 2.31840
H 7.81700 2.63307 3.94239
H 10.03606 4.62114 3.26867
H 10.23465 3.01537 3.97543
H 9.44391 4.31513 4.89330
H 4.99061 5.64926 2.36321
H 5.65509 7.25782 1.97097
H 5.69925 6.67112 3.65317
O 4.74745 1.66419 -7.84251
S 3.52739 0.95019 -8.06641
O 2.40244 1.09743 -7.18960
O 3.85596 -0.60815 -8.23237
C 4.61916 -1.26210 -7.20710
C 3.76435 -1.58003 -5.99720
C 2.99135 1.23153 -9.72205
H 5.48990 -0.66259 -6.93289
H 4.99264 -2.18913 -7.64149
H 3.45593 -0.66688 -5.48634
H 4.31737 -2.19500 -5.28539
H 2.85662 -2.10804 -6.29299
H 3.82864 1.06500 -10.39510
H 2.65289 2.26376 -9.78891
H 2.17064 0.55376 -9.94542
O -8.57820 -3.22438 3.91387
S -9.93668 -2.77041 4.01997
O -10.39208 -1.60966 3.31945
O -10.31662 -2.62889 5.56290
C -9.46527 -1.83225 6.40432
C -9.71496 -0.34830 6.21726
C -11.01826 -4.11332 3.65180
H -8.41612 -2.08234 6.23300
H -9.69967 -2.11207 7.43094
H -9.39952 -0.01848 5.22681
H -9.16065 0.22827 6.95886
H -10.77746 -0.12119 6.31069
H -10.70685 -4.98286 4.22530
H -10.94129 -4.31724 2.58544
H -12.03555 -3.82355 3.90443
*
```



4.
Formula: C5H14N3
Source: the OMol25 dataset
Level of theory: ωB97M-V/def2-TZVPD

Properties
ΔE to the lowest compared entry with this formula, charge and spin	31.9	kcal per mole
frontier orbital gap	8.327	eV
calculated total energy	-9875.7817	eV
HOMO energy	-11.4	eV
F_max	0.0389	Eh/bohr
SMILES	C[C@H]([NH3+])C/C(N)=C/N

Geometry as ORCA input:
```
! wB97M-V def2-TZVPD RIJCOSX def2/J DEFGRID3
* xyz 1 1
C 2.41777 -0.40359 1.15601
C 1.20918 -0.31449 0.27239
C -0.05420 0.11832 1.03204
C -1.22635 0.11878 0.08548
C -1.74154 -1.02134 -0.38218
N -2.90625 -1.20431 -1.13295
N -1.49948 1.38629 -0.49935
N 1.43923 0.86451 -0.70955
H 2.34898 -1.32316 1.74057
H 3.39859 -0.51334 0.69058
H 2.49719 0.27751 1.99295
H 1.07290 -1.16499 -0.38543
H -0.23910 -0.54933 1.86147
H 0.20864 1.09890 1.44265
H -1.35110 -1.95093 0.02321
H -2.77458 -1.86051 -1.89011
H -3.34239 -0.35806 -1.44335
H -1.77208 2.11645 0.13713
H -2.22697 1.43148 -1.20216
H 2.12647 0.54358 -1.39412
H 0.55915 1.07739 -1.18672
H 1.85593 1.63084 -0.20858
*
```



5.
Formula: C4H3NS
Source: the OMol25 dataset
Level of theory: ωB97M-V/def2-TZVPD

Properties
ΔE to the lowest compared entry with this formula, charge and spin	13.2	kcal per mole
frontier orbital gap	7.249	eV
calculated total energy	-16519.6778	eV
HOMO energy	-9.3	eV
F_max	0.0777	Eh/bohr
SMILES	S=C1C=CN=C1

Geometry as ORCA input:
```
! wB97M-V def2-TZVPD RIJCOSX def2/J DEFGRID3
* xyz 0 1
C -0.13251 -0.33168 -0.06891
C -0.84366 0.73030 -0.60091
C -0.54868 1.78227 0.13680
C 0.66386 0.28826 1.04991
H -1.35894 0.60282 -1.60088
H -1.05758 2.75512 0.13463
H 1.32640 -0.27987 1.74854
N 0.45700 1.55901 1.11920
S 0.19107 -1.80038 -0.70113
*
```



6.
Formula: C5H11ClN
Source: the OMol25 dataset
Level of theory: ωB97M-V/def2-TZVPD

Properties
ΔE to the lowest compared entry with this formula, charge and spin	68.3	kcal per mole
frontier orbital gap (spin up / spin down)	7.535 / 4.985	eV
calculated total energy	-19361.5259	eV
HOMO energy (spin up / spin down)	-11.5 / -13.6	eV
F_max	0.1676	Eh/bohr
⟨S²⟩	2.0073

Geometry as ORCA input:
```
! wB97M-V def2-TZVPD RIJCOSX def2/J DEFGRID3
* xyz 1 3
C -1.63822 1.42647 -0.92613
C -1.65077 0.56201 0.02098
C 1.08572 0.60811 1.08672
C 0.89156 -0.30606 -1.18820
C 0.06852 -1.63847 0.57425
N 0.36598 -0.24896 0.13144
Cl -2.58331 -0.18202 1.11675
H -2.66396 2.02024 -1.10782
H -0.78130 1.92390 -1.46704
H 2.06333 0.36814 1.39588
H 1.26133 1.62617 0.82751
H 0.30920 0.71431 1.91034
H 0.32115 -0.76697 -2.04245
H 1.26994 0.70065 -1.47032
H 1.71421 -1.02765 -1.24310
H -0.45530 -1.60098 1.50655
H -0.48176 -2.11186 -0.22636
H 0.90370 -2.06703 1.10100
*
```



7.
Formula: C2H3ClS
Source: the OMol25 dataset
Level of theory: ωB97M-V/def2-TZVPD

Properties
ΔE to the lowest compared entry with this formula, charge and spin	95.6	kcal per mole
frontier orbital gap (spin up / spin down)	7.630 / 7.631	eV
calculated total energy	-25475.4201	eV
HOMO energy (spin up / spin down)	-8.4 / -8.4	eV
F_max	0.0313	Eh/bohr

Geometry as ORCA input:
```
! wB97M-V def2-TZVPD RIJCOSX def2/J DEFGRID3
* xyz 0 1
C 0.65654 0.35984 -1.80276
C -1.20895 -0.46162 1.80118
S 0.55878 -0.03063 -0.23196
Cl -0.26748 -1.41458 2.77185
H -0.14736 0.85294 -2.33096
H 1.54111 0.10967 -2.36819
H -1.13263 0.58439 2.16084
*
```



8.
Formula: C3H3NO2
Source: the OMol25 dataset
Level of theory: ωB97M-V/def2-TZVPD

Properties
ΔE to the lowest compared entry with this formula, charge and spin	27.3	kcal per mole
frontier orbital gap	9.895	eV
calculated total energy	-8743.9458	eV
HOMO energy	-9.0	eV
F_max	0.0063	Eh/bohr
SMILES	Oc1cocn1

Geometry as ORCA input:
```
! wB97M-V def2-TZVPD RIJCOSX def2/J DEFGRID3
* xyz 0 1
O 2.02073 -0.18132 -0.07860
C 0.68062 -0.04523 -0.04635
C -0.02513 1.10201 -0.16358
O -1.35232 0.75779 -0.10765
C -1.35113 -0.56984 0.05464
N -0.17812 -1.11482 0.09713
H 2.25189 -0.96901 0.42942
H 0.22692 2.14192 -0.27830
H -2.31521 -1.05335 0.13258
*
```